A 13-piece molecular cluster, C36H85BClN16O31S overall in a non-equilibrium geometry. Source: OMol25; level of theory: wB97M-V/def2-TZVPD.

Calculated values
molecular weight: 1316.5 g/mol
strongest force on any atom: 0.1585 hartree/bohr
charge: +1
gap between HOMO and LUMO: 0.3059 Ha
DFT total energy: -150012.3427 eV
HOMO level: -11.35 eV

Last column: Löwdin charge in e.
Atoms and positions in Å:
N (-3.727, 12.150, -1.412)  -0.45
H (4.341, -5.076, 0.784)  0.11
H (-0.747, -10.230, 1.127)  0.08
N (-2.857, -2.972, 7.073)  -0.43
C (-0.617, -2.511, -1.253)  -0.18
H (-5.156, -2.259, -1.714)  0.09
O (-1.824, 5.642, 1.339)  0.02
O (9.414, 7.121, 0.241)  0.07
H (6.186, 2.838, -0.373)  0.12
H (-2.596, -9.287, 5.666)  0.10
H (-1.612, -2.359, -0.707)  0.12
H (-1.792, 11.887, -0.624)  0.09
O (-1.775, -8.143, 1.709)  0.03
C (4.137, -4.687, -1.847)  -0.19
O (-6.500, 3.631, 0.141)  0.06
C (2.849, -3.966, -2.519)  -0.15
O (1.090, 5.547, -2.003)  0.04
N (2.059, -0.707, 1.339)  0.16
H (-2.109, -3.433, -2.643)  0.13
O (-1.903, -2.483, 7.658)  0.03
H (4.359, -0.029, -2.209)  0.13
O (3.365, 2.396, 0.565)  0.13
C (0.169, -3.686, -0.521)  -0.16
H (0.147, -4.589, -1.211)  0.10
O (3.737, -6.373, -4.025)  0.04
C (-1.897, 4.276, 3.211)  0.05
C (-2.637, 12.558, -0.488)  0.04
H (-2.861, 7.359, 1.389)  0.06
H (1.589, 6.855, 0.655)  0.10
C (-1.042, -3.029, -2.729)  -0.23
H (-1.406, -8.728, 4.450)  0.10
H (-6.021, -0.496, -0.642)  0.12
H (3.990, 1.676, -1.769)  0.13
H (-3.025, 12.490, 0.527)  0.10
C (3.811, -6.109, -1.189)  -0.16
C (2.427, -6.310, 1.928)  -0.24
C (3.535, 0.624, -1.781)  -0.09
H (-0.972, -9.869, -0.613)  0.10
H (1.033, 3.134, -0.643)  0.10
H (0.937, -7.722, 1.077)  0.09
H (-1.485, 0.656, -0.731)  0.08
O (-4.749, 12.808, -1.381)  0.07
H (0.048, 5.529, -4.187)  0.08
H (3.831, -2.057, -2.130)  0.13
H (-2.246, -10.751, 0.298)  0.11
H (2.681, -6.269, -1.264)  0.09
O (5.548, 3.416, 0.097)  0.10
N (-2.280, 9.350, 1.597)  -0.44
C (-1.468, -9.992, 0.349)  0.04
C (1.618, 2.251, -2.684)  -0.15
C (0.694, 2.312, -1.362)  -0.19
H (4.633, -4.019, -1.056)  0.11
H (-3.838, 2.767, -0.369)  0.11
O (-0.131, 7.167, -1.254)  0.08
H (-9.188, 2.127, 0.961)  0.10
H (3.210, 1.849, 3.335)  0.10
C (2.271, 0.773, -2.791)  -0.15
H (-1.613, 2.185, 0.336)  0.11
H (-8.895, 2.969, -0.593)  0.10
B (4.754, 2.547, 0.945)  -0.56
N (-2.123, -8.700, 0.682)  -0.43
H (-2.251, 3.251, 3.110)  0.10
H (-6.689, -2.012, -2.748)  0.10
Cl (-2.392, -0.154, -3.533)  0.52
H (2.254, 7.942, -0.613)  0.11
H (1.450, -3.071, 1.156)  0.13
C (-5.464, 0.273, -1.287)  -0.23
H (-1.721, 7.934, 0.142)  0.06
H (3.093, -3.949, -3.637)  0.13
H (5.302, -6.570, 0.399)  0.13
N (-0.363, 0.125, 5.385)  -0.42
H (1.409, 5.139, -5.283)  0.10
H (-0.113, -1.500, -1.260)  0.09
H (1.982, 0.673, 3.964)  0.09
C (-4.067, 0.531, -0.581)  -0.18
O (5.390, 1.894, 2.040)  0.15
H (2.057, -1.924, -2.790)  0.11
O (-1.145, -11.125, 3.499)  0.05
O (0.405, 6.447, -7.021)  0.07
O (-6.829, 1.797, 1.244)  0.05
H (4.315, -6.978, -1.697)  0.10
H (2.274, -4.255, 0.102)  0.10
C (7.630, 5.672, 0.430)  0.04
N (3.285, -7.509, -4.002)  -0.42
N (2.977, 1.099, 0.504)  -0.08
C (-2.597, 8.180, 0.737)  0.04
C (1.614, -3.322, 0.051)  -0.11
H (-3.375, -0.357, -0.708)  0.08
H (2.524, 0.477, -3.852)  0.12
C (-8.680, 2.956, 0.475)  0.05
O (2.561, -7.972, -3.142)  0.07
H (3.188, -9.368, -4.983)  0.10
H (-0.360, -3.840, -3.128)  0.11
H (2.294, -6.724, 2.987)  0.13
N (8.943, 6.068, -0.141)  -0.45
H (-0.819, 4.327, 3.079)  0.09
N (-7.214, 2.779, 0.634)  -0.45
O (-1.157, 9.823, 1.508)  0.04
H (4.742, -8.491, -5.135)  0.11
H (6.083, 1.306, 1.664)  0.13
N (2.990, 0.181, -0.482)  0.03
H (-0.030, 4.073, -5.239)  0.09
C (-0.144, -0.128, 6.833)  0.06
S (-1.102, -1.697, -4.000)  0.43
C (-1.802, 1.747, -0.700)  -0.22
H (-1.020, 2.282, -2.807)  0.08
H (6.913, 6.449, 0.173)  0.11
H (0.721, 1.341, -0.764)  0.08
C (2.199, 1.367, 3.094)  0.02
H (3.298, -7.933, -6.048)  0.11
C (0.331, 5.096, -5.145)  0.03
O (-1.678, -11.499, 5.564)  0.08
O (-3.241, -4.118, 7.182)  0.09
H (-4.423, -2.651, 5.704)  0.10
H (-3.993, -1.251, 6.735)  0.11
O (-2.962, -8.291, -0.097)  0.06
O (9.452, 5.312, -0.949)  0.06
H (-6.140, 1.178, -1.354)  0.12
N (2.299, -2.197, -0.675)  -0.03
O (-1.645, -2.351, -5.250)  -0.39
C (3.657, -8.399, -5.132)  0.06
H (1.044, 2.504, -3.625)  0.10
N (-2.549, 5.082, 2.146)  -0.43
H (7.336, 4.722, 0.002)  0.06
N (-1.628, -10.802, 4.570)  -0.44
O (-3.166, 9.751, 2.329)  0.06
C (-3.608, -2.084, 6.149)  0.05
H (2.625, -5.199, 2.050)  0.10
C (2.759, -2.453, -2.063)  -0.13
C (4.244, -6.132, 0.376)  -0.20
H (-3.587, 2.182, -2.078)  0.11
C (1.977, 6.920, -0.360)  0.06
H (-2.361, 13.582, -0.737)  0.10
C (2.429, -1.052, -0.008)  -0.19
N (0.888, 6.510, -1.283)  -0.42
H (-3.000, -9.365, 3.923)  0.10
H (4.954, -4.875, -2.624)  0.11
O (-1.535, 5.952, -6.194)  0.07
C (-0.871, 2.539, -1.716)  -0.20
H (-2.189, 4.701, 4.170)  0.11
O (3.432, -7.011, 1.176)  -0.17
H (-0.707, 0.621, 7.386)  0.11
C (1.017, -6.589, 1.194)  -0.08
O (-0.869, -0.766, 4.729)  0.06
H (1.476, 0.078, -2.350)  0.08
H (1.024, -6.164, 0.145)  0.04
H (0.925, -0.039, 7.023)  0.11
H (-4.285, 0.620, 0.540)  0.12
H (0.143, -6.164, 1.793)  0.08
H (7.753, 5.588, 1.509)  0.11
H (1.455, 2.208, 2.985)  0.10
O (-5.377, -0.298, -2.612)  -0.26
O (-3.520, 11.190, -2.132)  0.06
C (2.391, 0.613, 1.731)  -0.10
H (-8.949, 3.902, 0.943)  0.10
N (-0.320, 5.900, -6.211)  -0.45
H (2.456, 3.024, -2.591)  0.11
H (-3.433, 8.460, 0.097)  0.12
C (-2.205, -9.436, 4.662)  0.04
O (-0.018, 1.213, 4.953)  0.02
H (-0.469, -3.992, 0.380)  0.12
C (-3.379, 1.929, -0.991)  -0.19
H (-1.066, 3.659, -1.613)  0.11
C (-5.592, -1.716, -2.612)  -0.14
O (0.233, -1.112, -4.339)  -0.40
H (2.821, 6.247, -0.495)  0.09
H (-0.497, -1.131, 7.073)  0.06
O (-3.762, 5.126, 2.156)  0.09
H (1.905, -4.575, -2.421)  0.09
H (-5.053, -2.135, -3.530)  0.09
H (-2.912, -1.742, 5.385)  0.07